[1]
Formula: C11H24FN3O4S2
Source: the OMol25 dataset
Level of theory: the ωB97M-V functional and the def2-TZVPD basis

```
! wB97M-V def2-TZVPD RIJCOSX def2/J DEFGRID3
* xyz 0 1
S -5.837 -0.449 -0.354
S -0.874 -1.104 -1.805
F -3.122 1.390 -3.446
O -0.218 -2.150 1.537
O -5.088 1.994 0.227
O -4.792 1.649 -1.949
O 1.564 0.870 -2.407
N 3.785 1.622 -0.744
N -2.622 0.927 -1.200
N -0.862 -4.190 3.461
C -3.643 0.901 -2.278
C -0.672 -0.853 1.888
C -1.939 -0.073 -1.271
C 0.265 -3.282 3.702
C 3.716 2.089 -2.133
C -5.175 1.244 -0.656
C 0.790 -2.667 2.393
C 0.577 1.881 -2.559
C -0.149 -2.246 4.742
C 3.295 3.555 -2.141
C 2.817 1.184 -2.993
H -0.399 1.407 -2.520
H 1.559 -1.908 2.585
H 0.668 2.407 -3.513
H 2.425 3.743 -1.511
H -1.113 -1.789 4.517
H -1.502 -0.924 2.594
H 0.128 -0.233 2.300
H 3.064 3.893 -3.154
H -1.050 -0.373 0.985
H -3.909 -0.163 -2.467
H -0.242 -2.714 5.723
H 1.275 -3.462 1.820
H 2.680 1.594 -4.002
H -4.758 -1.045 0.237
H -0.555 -4.939 2.846
H 4.724 2.041 -2.558
H 2.829 1.502 -0.416
H 0.633 2.588 -1.728
H 4.163 0.678 -0.734
H 4.103 4.181 -1.759
H 3.328 0.224 -3.116
H 1.083 -3.865 4.135
H -1.545 -3.684 2.901
H 0.596 -1.451 4.824
*
```

## Properties
* frontier orbital gap: 9.02 eV
* energy relative to the best compared isomer or geometry (same formula, charge and spin): 0.868 eV
* HOMO energy: -0.3432 Eh

[2]
Formula: C11H24IIrO3P2
Source: the OMol25 dataset
Level of theory: the ωB97M-V functional and the def2-TZVPD basis

```
! wB97M-V def2-TZVPD RIJCOSX def2/J DEFGRID3
* xyz 2 5
Ir 0.057 0.359 -0.525
I -0.011 -0.559 2.106
P -2.247 -0.002 -0.440
P 2.378 -0.061 -0.524
O 0.240 -0.016 -3.294
O 0.216 3.338 -0.071
O -2.294 0.935 3.540
C 0.148 2.186 -0.270
C 0.208 -2.265 -2.422
C 0.195 -0.776 -2.324
C 2.853 -1.619 0.317
C -0.114 1.593 4.471
C 3.174 1.305 0.391
C -1.093 0.861 3.600
C -2.983 -0.437 -2.049
C -3.076 1.502 0.132
C -2.956 -1.297 0.674
C 3.336 -0.140 -2.098
H 2.843 0.474 -2.862
H 0.798 0.976 4.570
H -4.018 -0.076 -2.010
H -2.529 2.421 -0.123
H 2.323 -2.480 -0.119
H 2.775 2.269 0.040
H -2.827 -0.984 1.723
H 3.395 -1.174 -2.475
H 2.996 1.210 1.470
H 4.361 0.234 -1.931
H -4.030 -1.397 0.450
H 3.929 -1.742 0.126
H -2.466 0.038 -2.894
H -3.259 1.491 1.219
H -0.700 -2.668 -1.949
H 2.639 -1.582 1.395
H 0.197 -2.537 -3.497
H 4.255 1.260 0.200
H 0.142 2.546 3.962
H -0.526 1.745 5.493
H -4.032 1.497 -0.410
H 1.130 -2.639 -1.940
H -2.982 -1.529 -2.170
H -2.446 -2.259 0.518
*
```

## Properties
* frontier orbital gap (alpha / beta): 4.94 / 4.89 eV
* energy relative to the best compared isomer or geometry (same formula, charge and spin): 0.000 eV
* HOMO energy (alpha / beta): -0.4447 / -0.5923 Eh
* <S²>: 6.029

[3]
Formula: C11H24N2O9P2S
Source: the OMol25 dataset
Level of theory: the ωB97M-V functional and the def2-TZVPD basis

```
! wB97M-V def2-TZVPD RIJCOSX def2/J DEFGRID3
* xyz 0 1
S 2.856 -2.295 -2.400
P 2.356 3.943 -0.465
P 4.386 2.845 0.374
O 4.839 1.387 0.747
O 2.845 2.724 0.398
O 3.003 5.342 -0.126
O -1.094 -3.254 -0.631
O 2.508 3.677 -2.065
O 5.074 3.282 -0.846
O -5.288 -3.252 1.330
O 0.932 4.140 -0.135
O 4.932 3.823 1.450
N -1.451 -3.153 1.517
N -3.930 -1.498 0.951
C -4.958 -2.096 1.549
C 0.594 -0.027 -1.222
C -3.135 -2.097 -0.125
C -5.720 -1.268 2.557
C -1.839 -2.872 0.263
C 2.043 0.180 -1.588
C 1.750 2.560 -2.542
C 2.526 1.309 -2.229
C -2.865 -0.978 -1.144
C 3.017 -0.906 -1.215
C -2.112 -2.938 2.805
H 3.581 1.335 -2.492
H -2.288 -1.875 2.973
H 0.313 -1.068 -1.408
H 2.809 -1.253 -0.199
H 4.358 1.253 1.570
H -3.810 -0.552 -1.484
H -5.055 -0.982 3.369
H -0.583 -3.665 1.542
H -3.056 -3.487 2.835
H -3.763 -2.834 -0.628
H 1.637 2.643 -3.628
H -0.076 0.601 -1.812
H 0.440 0.189 -0.160
H 0.743 2.547 -2.115
H -3.732 -0.544 1.198
H -1.476 -3.314 3.608
H 5.774 4.027 1.017
H -2.337 -1.382 -2.009
H 4.045 -0.528 -1.236
H 2.377 5.917 -0.582
H -2.261 -0.194 -0.687
H -6.116 -0.380 2.067
H -6.545 -1.863 2.949
H 3.751 -3.170 -1.894
*
```

## Properties
* frontier orbital gap: 8.94 eV
* HOMO energy: -0.3284 Eh

[4]
Formula: C11H24N3S
Source: the OMol25 dataset
Level of theory: the ωB97M-V functional and the def2-TZVPD basis

```
! wB97M-V def2-TZVPD RIJCOSX def2/J DEFGRID3
* xyz 1 1
S 1.760 2.565 0.067
N -2.687 0.105 0.593
N 1.907 0.206 -1.118
N -0.310 1.054 -0.693
C -3.961 0.294 -0.083
C -2.009 1.292 1.037
C -0.975 -0.125 -1.195
C 0.998 1.253 -0.554
C 2.061 -1.080 -0.357
C -4.883 -0.898 0.145
C 4.568 -0.707 -0.357
C -1.248 1.994 -0.111
C -1.771 -0.798 -0.038
C 3.352 -1.112 0.475
C 3.244 -0.257 1.735
H -3.839 0.464 -1.164
H -5.869 -0.678 -0.254
H -2.725 1.988 1.473
H 5.474 -0.970 0.181
H -2.311 -1.657 -0.433
H -1.688 0.190 -1.964
H 4.614 0.371 -0.522
H 1.202 -1.204 0.302
H 4.143 -0.370 2.332
H -0.712 2.866 0.260
H 1.654 0.013 -2.094
H 2.845 0.651 -1.114
H 2.074 -1.903 -1.075
H 2.399 -0.568 2.344
H 3.475 -2.155 0.780
H -1.065 -1.154 0.720
H -0.287 -0.844 -1.637
H -1.288 1.011 1.813
H -4.429 1.182 0.343
H -4.514 -1.795 -0.345
H -1.955 2.305 -0.884
H 3.133 0.797 1.497
H 4.592 -1.225 -1.313
H -4.973 -1.097 1.208
*
```

## Properties
* frontier orbital gap: 8.12 eV
* energy relative to the best compared isomer or geometry (same formula, charge and spin): 1.129 eV
* HOMO energy: -0.4211 Eh

[5]
Formula: C11H24NO2
Source: the OMol25 dataset
Level of theory: the ωB97M-V functional and the def2-TZVPD basis

```
! wB97M-V def2-TZVPD RIJCOSX def2/J DEFGRID3
* xyz -1 1
O 1.485 2.498 -0.164
O -0.679 1.432 1.678
N 0.861 1.210 -0.631
C 1.805 0.126 -0.368
C 2.474 -1.775 1.319
C 1.921 -0.345 1.135
C -2.851 -0.309 0.827
C -1.309 2.486 -0.296
C -3.653 -1.615 0.628
C -1.753 -0.168 -1.486
C -1.014 1.249 0.502
C 1.527 -1.049 -1.198
C 3.272 0.542 -0.794
C -1.535 -0.119 0.025
H -2.961 -2.434 0.453
H -4.442 -1.568 -0.109
H -2.295 2.880 -0.033
H -0.820 0.136 -1.913
H -0.904 -0.918 0.189
H -4.010 -1.921 1.623
H 3.211 0.803 -1.833
H 3.979 -0.343 -0.843
H 2.477 -1.508 -1.231
H -1.954 -1.245 -1.849
H 0.853 2.714 0.593
H 3.574 1.266 -0.148
H 1.366 -0.703 -2.272
H -2.539 0.562 -1.875
H 0.644 -1.680 -0.884
H -2.589 -0.402 1.905
H -3.411 0.591 0.691
H 2.328 -2.394 0.451
H 0.786 -0.286 1.582
H 1.915 -2.290 2.135
H -0.681 3.274 0.217
H 3.494 -1.567 1.696
H 2.427 0.392 1.647
H -1.000 2.476 -1.369
*
```

## Properties
* frontier orbital gap: 6.01 eV
* energy relative to the best compared isomer or geometry (same formula, charge and spin): 2.032 eV
* HOMO energy: -0.0936 Eh

[6]
Formula: C11H24NO3S
Source: the OMol25 dataset
Level of theory: the ωB97M-V functional and the def2-TZVPD basis

```
! wB97M-V def2-TZVPD RIJCOSX def2/J DEFGRID3
* xyz 1 1
S -0.108 2.844 2.007
O -0.362 4.191 1.153
O 0.279 -1.651 -2.147
O -0.411 -3.083 -3.681
N -0.918 1.624 1.253
C 1.532 -1.063 -1.801
C 0.275 -2.895 -2.736
C 1.518 -0.655 -0.329
C 2.078 1.161 1.379
C -2.336 -0.592 0.106
C -3.055 0.739 0.355
C 1.093 -3.970 -2.060
C 2.243 0.667 -0.072
C 1.594 2.620 1.488
C -1.869 -1.328 1.375
C -2.153 1.964 0.480
H -0.272 1.089 0.676
H -2.688 2.750 1.016
H -2.318 -0.893 2.271
H 2.359 -1.743 -2.018
H 3.041 1.136 1.889
H 1.863 1.417 -0.775
H -1.495 -0.453 -0.586
H -0.785 -1.281 1.508
H -1.870 2.335 -0.507
H 0.464 -0.565 -0.041
H -3.768 0.945 -0.447
H -2.158 -2.378 1.344
H 1.841 -4.346 -2.760
H 1.415 0.481 1.923
H 1.656 -0.183 -2.440
H -3.035 -1.231 -0.434
H 0.417 -4.794 -1.829
H -1.137 4.663 1.502
H 1.981 -1.432 0.286
H -3.633 0.654 1.280
H 1.586 -3.629 -1.152
H 2.147 3.150 2.268
H 3.304 0.549 -0.305
H 1.684 3.189 0.560
*
```

## Properties
* frontier orbital gap: 8.94 eV
* HOMO energy: -0.4667 Eh

[7]
Formula: C11H24O6
Source: the OMol25 dataset
Level of theory: the ωB97M-V functional and the def2-TZVPD basis

```
! wB97M-V def2-TZVPD RIJCOSX def2/J DEFGRID3
* xyz 0 1
O 0.112 -2.458 -2.722
O 1.103 2.777 0.079
O -1.582 0.728 -1.121
O -0.843 1.006 3.301
O 2.482 1.924 1.882
O -1.544 0.004 0.037
C 0.060 1.516 5.472
C -0.419 0.422 4.531
C 0.681 -0.592 4.257
C -0.987 2.029 -0.970
C 0.613 2.054 -1.102
C 1.423 0.679 -1.218
C 2.829 1.233 -0.600
C 2.167 1.991 0.671
C -0.742 -3.226 -4.836
C -2.225 -2.084 -3.162
C -0.827 -2.160 -3.755
H -1.439 -3.017 -5.652
H -0.082 1.457 2.907
H -2.268 -1.322 -2.378
H 3.624 0.450 -0.350
H -1.298 2.588 -0.017
H 3.147 2.099 -1.296
H 0.326 -1.367 3.571
H 0.271 -3.278 -5.246
H 0.900 2.066 5.035
H 1.016 -1.071 5.181
H 0.901 2.615 -2.070
H -1.329 0.566 0.822
H -0.970 -4.216 -4.428
H -2.505 -3.034 -2.695
H -1.285 -0.084 4.967
H -0.552 -1.188 -4.174
H -0.123 -3.315 -2.344
H 0.377 1.101 6.432
H -2.966 -1.840 -3.928
H -0.736 2.244 5.651
H 1.019 -0.035 -0.418
H 1.541 -0.115 3.778
H 1.521 0.184 -2.250
H -1.393 2.669 -1.843
*
```

## Properties
* frontier orbital gap: 10.10 eV
* energy relative to the best compared isomer or geometry (same formula, charge and spin): 1.792 eV
* HOMO energy: -0.3461 Eh

[8]
Formula: C11H25AlClFN2O3P2S
Source: the OMol25 dataset
Level of theory: the ωB97M-V functional and the def2-TZVPD basis

```
! wB97M-V def2-TZVPD RIJCOSX def2/J DEFGRID3
* xyz 0 1
Cl -5.295 -2.343 -3.943
S -4.066 -6.311 -2.361
P -5.209 -5.489 -0.959
P -3.552 -2.449 -2.755
Al -4.379 -3.288 -0.690
F -0.244 -2.664 -0.860
O -3.040 -0.884 -2.329
O 0.328 -3.089 1.206
O -2.348 -4.551 0.931
N -1.766 -2.319 0.798
N 1.197 1.109 0.580
C 1.431 0.148 1.765
C 2.361 0.811 -0.340
C -0.478 -2.725 0.454
C -0.100 0.771 -0.087
C 3.217 4.373 -0.386
C 3.524 0.542 0.589
C -2.693 -3.520 0.483
C 0.811 3.646 0.162
C 2.890 -0.299 1.690
C 1.817 4.074 -0.910
C 1.170 2.521 1.128
H -0.201 1.370 -0.988
H -6.589 -5.511 -1.290
H 3.898 4.562 -1.216
H -1.808 -2.157 1.802
H 3.406 -0.177 2.641
H 1.197 0.668 2.691
H 1.860 3.335 -1.714
H -5.430 -2.294 -0.020
H 0.627 4.524 0.791
H -3.754 -0.362 -1.932
H 0.760 -0.699 1.651
H 4.341 0.026 0.088
H -5.056 -6.124 0.306
H 3.926 1.470 1.000
H 3.212 5.259 0.251
H -0.150 3.441 -0.316
H -0.912 0.969 0.611
H 0.405 2.508 1.906
H 2.126 2.697 1.620
H 2.532 1.629 -1.030
H 3.634 3.546 0.192
H 2.938 -1.358 1.435
H -0.079 -0.282 -0.352
H 2.108 -0.086 -0.906
H 1.432 4.979 -1.386
*
```

## Properties
* frontier orbital gap: 5.84 eV
* energy relative to the best compared isomer or geometry (same formula, charge and spin): 0.000 eV
* HOMO energy: -0.2341 Eh

Number 1: strongest force on any atom 2.9 eV Å⁻¹, M 345.46 g mol⁻¹. Number 2: strongest force on any atom 4.9 eV Å⁻¹, M 585.38 g mol⁻¹. Number 3: strongest force on any atom 7.7 eV Å⁻¹, M 422.33 g mol⁻¹. Number 4: strongest force on any atom 1.1 eV Å⁻¹, M 230.40 g mol⁻¹. Number 5: strongest force on any atom 5.4 eV Å⁻¹, M 202.32 g mol⁻¹. Number 6: strongest force on any atom 0.8 eV Å⁻¹, M 250.38 g mol⁻¹. Number 7: strongest force on any atom 5.2 eV Å⁻¹, M 252.31 g mol⁻¹. Number 8: strongest force on any atom 3.5 eV Å⁻¹, M 408.78 g mol⁻¹.